1.
Here is a structure of composition C22H44N3OP3SeTb in a non-equilibrium geometry from the OMol25 dataset. Energies are from ωB97M-V/def2-TZVPD.

The geometry in XYZ format:
```
75
Properties=species:S:1:pos:R:3:forces:R:3:lowdin_charge:R:1
Tb -0.26742 -0.07856 1.06536 -0.553 1.251 2.181 1.2460
P -0.04778 2.48834 0.13765 -0.028 1.877 -0.577 0.6939
P -2.81289 -0.24866 -0.09505 -2.145 0.019 -0.399 0.7200
P 2.57445 -0.19478 0.63960 1.893 0.290 0.145 0.7131
H -0.72023 -1.53715 -1.64542 -0.120 0.703 0.771 0.0647
C 0.12214 -1.66251 -0.95075 0.137 -3.912 0.175 -0.1681
C 0.01186 -2.52234 0.14382 0.017 -0.116 -3.644 -0.1321
H -0.94998 -2.98188 0.39263 -0.079 0.584 0.172 0.0769
C 0.17751 2.94576 -1.61823 0.095 -0.449 -0.041 -0.2477
C -1.53590 3.45137 0.58298 -0.145 -0.324 0.201 -0.2390
C 1.24500 3.44968 1.00240 0.082 -0.393 0.171 -0.2397
C -3.50504 -1.93840 -0.30999 0.543 -0.159 0.147 -0.2460
C -4.08699 0.51100 0.99836 0.346 0.175 0.332 -0.2390
C -3.10399 0.53685 -1.72288 0.569 0.092 -0.073 -0.2340
C 3.43654 -1.80846 0.57131 -0.466 -0.297 0.073 -0.2464
C 3.46440 0.58034 2.04928 -0.442 0.084 0.174 -0.2396
C 3.33207 0.62406 -0.80958 -0.485 0.118 -0.224 -0.2347
H 1.08814 -1.52014 -1.45195 -0.142 0.280 0.555 0.0695
H 0.85875 -3.15762 0.40273 0.351 0.744 0.580 0.0832
H 0.18412 4.03850 -1.73032 0.000 -0.293 0.073 0.0824
H -0.63725 2.51604 -2.21342 0.120 0.185 0.050 0.0299
H 1.11655 2.52225 -1.99271 -0.118 0.189 -0.022 0.0219
H -1.33257 4.50637 0.36280 -0.178 -0.214 0.033 0.0766
H -1.76727 3.31417 1.64455 0.091 0.167 -0.174 0.0397
H -2.39827 3.09643 0.01011 0.108 0.220 -0.002 0.0372
H 1.10476 4.51547 0.79050 0.092 -0.199 0.043 0.0769
H 2.24126 3.12421 0.68682 -0.147 0.221 0.020 0.0303
H 1.15187 3.27292 2.08062 0.039 0.194 -0.117 0.0553
H -4.54334 -1.92249 -0.66485 0.286 0.112 0.084 0.0790
H -3.45566 -2.46888 0.65124 -0.168 0.109 -0.198 0.0555
H -2.88318 -2.49623 -1.01882 -0.242 0.002 -0.045 0.0454
H -5.02368 0.70247 0.45473 0.314 -0.180 0.135 0.0774
H -3.71467 1.44687 1.43606 -0.152 -0.160 -0.227 0.0270
H -4.26822 -0.16634 1.84581 -0.078 0.124 -0.295 0.0602
H -4.10042 0.34630 -2.13498 0.114 -0.044 0.285 0.0792
H -2.35961 0.16045 -2.43221 -0.123 0.043 -0.085 0.0389
H -2.94656 1.61706 -1.63893 -0.122 -0.129 -0.037 0.0353
H 4.51830 -1.65960 0.46109 -0.301 0.002 0.017 0.0783
H 3.06046 -2.39996 -0.26696 0.204 0.004 -0.056 0.0489
H 3.24233 -2.37669 1.48572 0.154 0.049 -0.042 0.0407
H 4.55086 0.57966 1.89605 -0.278 -0.040 -0.036 0.0777
H 3.22317 0.02522 2.96384 0.158 0.058 -0.112 0.0419
H 3.11621 1.60838 2.19328 0.181 -0.112 -0.021 0.0295
H 4.41106 0.44056 -0.86775 -0.235 0.007 0.156 0.0786
H 3.14409 1.69967 -0.77721 0.116 -0.074 -0.020 0.0334
H 2.86012 0.24253 -1.71933 0.136 0.040 -0.086 0.0440
C 0.89326 -0.55112 -5.76282 0.035 -1.024 -0.508 -0.6081
C 0.55248 -1.72527 -5.06761 0.326 0.293 -0.531 -0.1624
C 0.66970 -2.96790 -5.68946 0.050 0.149 -0.219 -0.0863
C 1.10284 -3.05757 -7.01840 -0.010 0.298 0.166 -0.0623
C 1.42054 -1.88922 -7.72430 -0.156 -0.127 0.370 -0.0549
C 1.31595 -0.63954 -7.10788 -0.175 0.130 0.739 -0.1076
Se 0.80126 1.14575 -4.88459 -0.265 -0.253 0.702 0.8523
H 0.29292 0.54544 -3.58943 0.253 0.332 -0.726 -0.1876
H 0.20448 -1.65464 -4.03778 0.022 -0.078 -0.107 0.0498
H 0.41903 -3.86629 -5.12639 0.043 0.148 -0.215 0.1046
H 1.19000 -4.03250 -7.49903 -0.023 0.311 0.132 0.1158
H 1.75306 -1.95127 -8.76010 -0.098 0.034 0.279 0.1205
H 1.56305 0.27079 -7.65546 -0.032 -0.283 0.080 0.1102
C -2.19468 1.64055 5.75121 -0.414 0.370 1.148 0.0322
N -1.29074 0.62092 5.21184 0.073 0.009 0.181 -0.0107
C -0.63499 -0.20918 6.09363 -0.105 0.335 -0.401 0.0475
C 0.23459 -1.14601 5.64065 0.309 -0.640 0.651 0.0408
C 0.36764 -1.31808 4.25226 0.092 0.109 -1.203 -0.3252
N -0.29664 -0.50515 3.40662 0.325 -0.328 0.259 -0.0028
C -1.07159 0.51616 3.86331 -0.408 0.433 -0.588 -0.4800
O -1.54120 1.29857 2.98292 0.663 -1.043 0.629 -0.0850
N 1.16635 -2.22900 3.64652 -0.328 0.164 0.609 0.1984
H -2.62558 2.24791 4.97756 0.011 0.038 -0.461 0.0933
H -1.66813 2.29830 6.45682 0.062 -0.230 -0.344 0.1209
H -3.00830 1.16798 6.31873 0.241 -0.052 -0.307 0.1213
H -0.83820 -0.06689 7.16962 0.053 0.008 -0.765 0.1766
H 0.75068 -1.79742 6.34373 -0.121 0.176 -0.193 0.1439
H 1.70136 -2.84552 4.23467 0.061 -0.297 -0.070 0.1383
H 0.99572 -2.52203 2.68515 0.121 0.163 0.653 0.0844
```
Positions in Å, forces in eV/Å.

Summary:
M in g/mol: 697.42
E in eV: -145669.750
⟨S²⟩: 12.6696
Max |F| in eV/A: 3.92
Spin multiplicity: 7
Net charge: +3
Orbital gap (alpha / beta) in eV: 3.32 / 3.47

2.
Here is the molecule C18H22ClN3O6S2 in a non-equilibrium geometry from the OMol25 dataset. Energies are from ωB97M-V/def2-TZVPD.

The geometry in XYZ format:
```
52
Properties=species:S:1:pos:R:3:forces:R:3:lowdin_charge:R:1
C 6.07098 -2.84127 -3.13006 0.125 -0.333 -0.267 -0.1055
N 4.97118 -2.28133 -2.37427 -0.817 -0.581 -0.007 -0.3382
C 5.36827 -1.61438 -1.15370 0.013 0.137 0.401 -0.0995
S 3.69369 -3.35352 -2.12760 -0.075 0.510 -0.149 0.6744
O 3.53472 -4.12801 -3.32331 0.031 0.169 -0.210 -0.2906
O 3.81689 -4.04788 -0.87745 0.008 0.278 0.152 -0.2783
C 2.33938 -2.18413 -2.01978 0.402 -0.344 0.169 -0.2571
C 1.76036 -1.72044 -3.18483 -0.101 0.057 -0.143 -0.0448
C 0.75230 -0.77499 -3.10904 0.135 -0.153 0.029 -0.0796
C 0.35782 -0.29590 -1.86926 0.278 -0.271 0.225 -0.5621
Cl -0.82963 0.94329 -1.78799 -0.147 0.381 -0.178 0.7821
C 0.92837 -0.77587 -0.68779 0.183 -0.024 -0.419 -0.2216
N 0.52628 -0.27044 0.55580 -0.450 -0.156 -0.070 0.1344
C 1.41638 0.10473 1.49965 -0.466 0.249 0.291 -0.4366
O 2.61865 0.05902 1.37041 0.330 0.027 0.172 0.0827
C 0.80568 0.67112 2.78575 0.672 0.283 0.077 -0.0364
O -0.60203 0.50282 2.87385 0.181 -0.525 0.023 0.0238
C -1.37571 1.58042 2.83635 -0.433 0.289 0.055 -0.4299
O -0.99643 2.71748 2.76806 0.039 -0.022 0.002 0.1360
C -2.84908 1.15774 2.84226 0.379 -0.275 0.060 -0.2013
C -3.70177 2.07554 3.71805 -0.271 0.367 -0.095 -0.3701
S -5.27945 2.33204 2.84137 0.123 -0.175 -0.150 0.9579
C -4.38705 2.24151 1.23107 -0.430 0.409 0.366 -0.6971
C -3.80029 3.59762 0.86550 -0.088 -0.061 0.049 -0.0463
C -5.19024 1.60051 0.09373 -0.096 -0.047 -0.013 -0.1341
C -4.17492 0.67373 -0.58396 -0.085 0.001 -0.068 -0.0633
C -3.17093 0.36391 0.50815 -0.126 0.057 -0.165 -0.4478
O -2.32228 -0.50437 0.52278 0.040 -0.456 0.047 0.0460
N -3.35709 1.26528 1.49311 0.022 0.074 0.108 -0.0027
C 1.92829 -1.73851 -0.78160 -0.076 -0.060 0.069 0.0111
H 6.65756 -2.02879 -3.55968 -0.027 -0.007 0.034 0.0913
H 6.72041 -3.46965 -2.51043 0.041 0.009 -0.023 0.0944
H 5.64448 -3.44601 -3.92612 0.229 0.004 -0.115 0.0754
H 6.12485 -0.86782 -1.39123 -0.048 0.025 -0.031 0.0948
H 5.77094 -2.32053 -0.41985 0.046 0.071 0.011 0.0936
H 4.50240 -1.11603 -0.72359 0.071 0.148 0.152 0.0748
H 2.10131 -2.10986 -4.12963 -0.010 0.012 -0.181 0.1180
H 0.28471 -0.39109 -4.00225 -0.039 0.027 -0.048 0.1082
H -0.48073 -0.22051 0.72211 0.159 -0.007 0.118 0.0936
H 1.05713 1.73727 2.84227 0.006 -0.261 -0.041 0.1394
H 1.25988 0.15321 3.63485 -0.080 0.054 -0.162 0.1464
H -2.90179 0.10696 3.15313 -0.030 0.198 -0.062 0.1680
H -3.91954 1.63921 4.68914 0.086 -0.024 0.008 0.0839
H -3.21419 3.04268 3.84995 0.061 -0.155 0.048 0.0803
H -3.07884 3.92034 1.61238 0.050 0.036 0.037 0.0753
H -3.28965 3.53174 -0.09352 0.103 0.008 -0.139 0.0917
H -4.59502 4.33592 0.79792 -0.046 0.071 -0.052 0.0849
H -5.59947 2.34785 -0.58211 -0.016 0.032 0.013 0.1198
H -6.01517 1.02010 0.50873 0.032 0.007 -0.018 0.1087
H -4.61199 -0.24530 -0.96954 0.080 -0.003 -0.013 0.1293
H -3.65281 1.16807 -1.40523 0.026 -0.067 -0.014 0.0958
H 2.38322 -2.14346 0.10745 0.006 0.017 0.121 0.1269
```
Positions in Å, forces in eV/Å.

Summary:
M in g/mol: 475.98
E in eV: -69972.586
Max |F| in eV/A: 1.00
Orbital gap in eV: 9.54

3.
Here is the molecule C4H6O2 in a non-equilibrium geometry from the OMol25 dataset. Energies are from ωB97M-V/def2-TZVPD.

The geometry in XYZ format:
```
12
Properties=species:S:1:pos:R:3:forces:R:3:lowdin_charge:R:1
C -0.46891 -0.88519 0.50750 0.150 0.190 -0.478 -0.1937
C 1.45270 -0.10715 -0.06530 -0.135 0.566 0.894 -0.2533
C -0.30368 0.34382 -0.14207 0.362 -0.236 -0.276 -0.3436
C -0.83466 1.56140 0.10168 0.397 -0.049 0.082 0.0462
O -0.66381 -2.05066 -0.16858 0.315 -0.044 0.072 0.0286
O 2.21508 0.72626 0.33987 -0.366 -0.384 -0.095 0.0377
H -0.87603 -1.87220 -1.09280 0.015 0.071 0.117 0.1129
H -0.55570 -0.97068 1.58100 -0.135 0.085 -0.070 0.1415
H 1.63465 -1.14511 -0.35255 -0.322 0.126 -0.412 0.1300
H 0.50051 0.30578 -1.11342 -0.256 -0.391 0.105 0.1725
H -0.21510 2.44721 0.07003 -0.103 0.111 -0.238 0.0639
H -1.88504 1.64651 0.33464 0.077 -0.044 0.299 0.0572
```
Positions in Å, forces in eV/Å.

Summary:
M in g/mol: 86.09
E in eV: -8334.762
Max |F| in eV/A: 1.07
Orbital gap in eV: 7.79

4.
Here is the molecule C5H8N2 from the OMol25 dataset. Energies are from ωB97M-V/def2-TZVPD.

The geometry in XYZ format:
```
15
Properties=species:S:1:pos:R:3:forces:R:3:lowdin_charge:R:1
C -2.21585 0.32552 0.14135 -0.117 0.150 0.031 -0.0784
C -0.99807 -0.50701 0.28945 -0.032 -0.059 0.219 -0.1301
N 0.21704 -0.07354 0.54198 -0.281 -0.116 -0.249 -0.1369
C 1.35208 -0.85248 0.62938 0.040 -0.177 -0.134 -0.1448
C 2.04107 -0.31389 -0.58591 0.303 -0.098 -0.102 -0.2266
N 1.77535 1.14353 -0.52764 -0.338 0.045 0.224 0.0904
C 0.71231 1.23386 0.14410 0.153 0.160 -0.213 -0.1403
H -2.76557 -0.01403 -0.74281 0.014 0.050 0.134 0.0796
H -2.88406 0.22012 1.00032 -0.061 0.089 -0.004 0.0747
H -1.99523 1.38593 0.00244 0.000 -0.088 0.068 0.0660
H 1.41279 -0.63515 -1.45311 0.448 -0.034 -0.116 0.1219
H -1.06932 -1.58459 0.20094 -0.106 0.058 0.161 0.1180
H 1.15364 -1.91514 0.74145 -0.016 0.067 -0.111 0.0816
H 3.08133 -0.55693 -0.78645 -0.010 0.135 0.190 0.0997
H 0.18249 2.14381 0.40451 0.005 -0.183 -0.097 0.1253
```
Positions in Å, forces in eV/Å.

Summary:
M in g/mol: 96.13
E in eV: -8291.247
Max |F| in eV/A: 0.46
Orbital gap (alpha / beta) in eV: 7.64 / 7.47